# 1
{
  "formula": "C5H11NO2",
  "method": "ωB97M-V/def2-TZVPD",
  "homo_lumo_gap_ev": 4.0,
  "energy_ha": -401.8934,
  "homo_energy_ev": -8.385,
  "charge": 0,
  "relative_energy_kj_mol": 1272.8,
  "symbols": ["O", "C", "C", "C", "C", "C", "N", "H", "H", "H", "H", "H", "H", "H", "H", "H", "H", "H", "O"],
  "xyz": [[1.086, 1.276, 1.659], [1.945, 1.084, 0.701], [1.629, 0.392, -0.506], [0.237, 0.367, -1.092], [-0.762, -0.705, -0.460], [-0.543, -1.671, 1.829], [-0.946, -2.201, 0.535], [3.011, 1.351, 0.779], [0.547, -1.412, 1.648], [2.418, 0.450, -1.256], [-0.201, 1.371, -0.843], [0.291, 0.317, -2.199], [-0.252, -1.734, -0.423], [-1.476, -0.785, -1.226], [-0.631, -2.314, 2.631], [-1.145, -0.777, 2.120], [-1.198, -0.157, 0.304], [-2.117, 3.011, -2.215], [-1.892, 2.137, -1.987]],
  "mulliken_charge": [-0.428, -0.082, -0.174, -0.275, -0.905, -0.591, -0.407, 0.349, 0.127, 0.313, 0.204, 0.477, 0.349, 0.414, 0.411, 0.246, 0.423, 0.221, -0.672]
}

=====

# 2
{
  "formula": "C4H8O",
  "method": "ωB97M-V/def2-TZVPD",
  "homo_lumo_gap_ev": 10.9,
  "energy_ha": -232.4084,
  "homo_energy_ev": -9.892,
  "charge": 0,
  "smiles": "CC1(O)CC1",
  "relative_energy_kj_mol": 97.7,
  "symbols": ["C", "C", "O", "C", "C", "H", "H", "H", "H", "H", "H", "H", "H"],
  "xyz": [[1.203, -0.569, 0.813], [0.008, -0.173, 0.040], [-0.986, -1.155, -0.163], [-0.475, 1.222, 0.201], [0.175, 0.778, -1.086], [1.957, 0.239, 0.794], [1.672, -1.502, 0.407], [1.013, -0.786, 1.895], [-1.479, -1.257, 0.679], [-1.557, 1.314, 0.170], [0.049, 1.922, 0.805], [1.175, 1.148, -1.269], [-0.409, 0.615, -1.986]],
  "mulliken_charge": [-1.261, 0.962, -0.563, -0.727, -0.728, 0.307, 0.296, 0.308, 0.360, 0.276, 0.264, 0.227, 0.279]
}

=====

# 3
{
  "formula": "C6H10O",
  "method": "ωB97M-V/def2-TZVPD",
  "homo_lumo_gap_ev": 10.4,
  "energy_ha": -309.7874,
  "homo_energy_ev": -9.382,
  "charge": 0,
  "smiles": "O[C@@H]1C=CCCC1",
  "relative_energy_kj_mol": 144.4,
  "symbols": ["O", "C", "C", "C", "C", "C", "C", "H", "H", "H", "H", "H", "H", "H", "H", "H", "H"],
  "xyz": [[-0.844, 1.726, 0.042], [-0.705, 0.718, -0.970], [-1.318, -0.599, -0.562], [-0.742, -1.289, 0.424], [0.576, -0.895, 1.062], [1.106, 0.480, 0.617], [0.797, 0.520, -1.036], [-1.347, 1.374, 0.775], [-1.199, 1.184, -1.821], [-2.203, -0.967, -1.075], [-1.194, -2.218, 0.773], [1.325, -1.622, 0.736], [0.488, -1.013, 2.154], [0.742, 1.216, 1.380], [2.176, 0.584, 0.686], [1.276, 1.269, -1.702], [1.067, -0.465, -1.483]],
  "mulliken_charge": [-0.561, -0.082, -0.561, -0.316, -0.532, -0.681, -0.737, 0.363, 0.397, 0.377, 0.384, 0.280, 0.387, 0.297, 0.380, 0.300, 0.304]
}

=====

# 4
{
  "formula": "C9H14",
  "method": "ωB97M-V/def2-TZVPD",
  "homo_lumo_gap_ev": 10.1,
  "energy_ha": -351.3190,
  "homo_energy_ev": -9.018,
  "charge": 0,
  "smiles": "Cc1ccccc1.CC",
  "relative_energy_kj_mol": 29.4,
  "symbols": ["C", "C", "C", "C", "C", "C", "C", "H", "H", "H", "H", "H", "H", "H", "H", "C", "C", "H", "H", "H", "H", "H", "H"],
  "xyz": [[4.106, -1.084, -0.313], [2.686, -0.611, -0.368], [1.728, -1.274, -1.144], [0.396, -0.897, -1.096], [0.011, 0.199, -0.340], [0.946, 0.930, 0.375], [2.253, 0.461, 0.400], [4.707, -0.531, 0.406], [4.551, -1.119, -1.303], [4.123, -2.121, 0.015], [2.018, -2.175, -1.680], [-0.293, -1.455, -1.721], [-1.028, 0.503, -0.419], [0.658, 1.862, 0.836], [2.994, 0.928, 1.049], [-3.967, 1.508, 0.491], [-3.552, 0.087, 0.848], [-3.249, 1.976, -0.187], [-4.903, 1.564, -0.068], [-3.952, 2.127, 1.387], [-3.722, -0.621, 0.041], [-2.480, -0.021, 1.020], [-4.032, -0.235, 1.772]],
  "mulliken_charge": [-1.331, 0.681, -0.353, -0.740, -0.097, -0.725, -0.326, 0.345, 0.328, 0.312, 0.331, 0.362, 0.535, 0.376, 0.251, -0.801, -0.853, 0.276, 0.288, 0.256, 0.284, 0.273, 0.327]
}

=====

# 5
{
  "formula": "CH4N6",
  "method": "ωB97M-V/def2-TZVPD",
  "homo_lumo_gap_ev": 8.7,
  "energy_ha": -368.8113,
  "homo_energy_ev": -8.599,
  "charge": 0,
  "relative_energy_kj_mol": 430.0,
  "symbols": ["C", "N", "N", "N", "N", "N", "N", "H", "H", "H", "H"],
  "xyz": [[-1.790, -1.694, -0.327], [-2.255, -0.657, 0.033], [-2.370, 0.565, 0.039], [-1.136, 1.179, -0.084], [-0.084, 0.420, -0.024], [2.208, 0.280, 0.127], [1.096, 0.936, -0.328], [-1.421, -2.368, 0.466], [2.512, -0.404, -0.559], [2.156, -0.194, 1.042], [1.084, 1.937, -0.386]],
  "mulliken_charge": [-0.117, 0.423, -0.638, -0.170, 0.212, -0.564, -0.145, 0.230, 0.249, 0.252, 0.268]
}

=====

# 6
{
  "formula": "C33H77F6N5NiO14P",
  "method": "ωB97M-V/def2-TZVPD",
  "multiplicity": 3,
  "homo_lumo_gap_ev": [8.5, 6.9],
  "energy_ha": -5079.4681,
  "homo_energy_ev": [-10.666, -10.666],
  "charge": 1,
  "symbols": ["Ni", "P", "F", "F", "F", "F", "F", "F", "C", "O", "C", "C", "O", "C", "C", "O", "C", "H", "H", "H", "H", "H", "H", "H", "H", "H", "H", "H", "H", "H", "H", "C", "O", "C", "C", "O", "C", "C", "O", "C", "H", "H", "H", "H", "H", "H", "H", "H", "H", "H", "H", "H", "H", "H", "C", "O", "C", "C", "O", "C", "C", "O", "C", "H", "H", "H", "H", "H", "H", "H", "H", "H", "H", "H", "H", "H", "H", "C", "O", "N", "C", "C", "H", "H", "H", "H", "H", "H", "H", "C", "O", "N", "C", "C", "H", "H", "H", "H", "H", "H", "H", "C", "O", "N", "C", "C", "H", "H", "H", "H", "H", "H", "H", "C", "O", "N", "C", "C", "H", "H", "H", "H", "H", "H", "H", "C", "O", "N", "C", "C", "H", "H", "H", "H", "H", "H", "H"],
  "xyz": [[0.275, -1.849, -1.966], [0.004, 0.455, 0.839], [-0.123, -0.871, -0.158], [0.468, 1.301, -0.460], [-1.539, 0.828, 0.525], [0.131, 1.794, 1.733], [-0.470, -0.420, 2.076], [1.560, 0.052, 1.080], [3.776, 4.636, -1.820], [3.918, 4.468, -0.447], [2.753, 4.037, 0.237], [3.005, 4.188, 1.727], [3.998, 3.344, 2.293], [3.578, 1.987, 2.377], [4.647, 1.183, 3.104], [4.557, 1.145, 4.504], [3.470, 0.393, 5.008], [3.215, 3.828, -2.316], [4.746, 4.622, -2.326], [3.326, 5.613, -2.041], [2.489, 3.009, -0.052], [1.930, 4.685, -0.092], [2.053, 4.215, 2.265], [3.512, 5.148, 1.857], [3.393, 1.558, 1.388], [2.634, 2.016, 2.938], [5.587, 1.713, 2.920], [4.788, 0.179, 2.678], [3.356, -0.552, 4.468], [2.544, 0.973, 4.986], [3.707, 0.162, 6.045], [-0.988, -3.976, 2.384], [-1.704, -4.929, 1.610], [-1.531, -6.262, 2.013], [-0.558, -6.975, 1.073], [-0.919, -6.880, -0.274], [-2.087, -7.593, -0.636], [-2.339, -7.438, -2.111], [-2.846, -6.155, -2.407], [-2.844, -5.871, -3.791], [-0.852, -3.099, 1.760], [-0.008, -4.355, 2.704], [-1.525, -3.784, 3.315], [-2.492, -6.781, 1.968], [-1.193, -6.381, 3.047], [-0.479, -8.023, 1.390], [0.398, -6.474, 1.219], [-2.917, -7.260, -0.006], [-1.960, -8.658, -0.402], [-3.036, -8.218, -2.434], [-1.384, -7.567, -2.635], [-3.120, -4.826, -3.897], [-3.560, -6.510, -4.316], [-1.849, -6.037, -4.219], [-4.696, 9.652, -1.892], [-3.615, 8.740, -1.923], [-3.119, 8.561, -3.230], [-2.209, 7.339, -3.252], [-0.991, 7.646, -2.612], [-0.112, 6.536, -2.543], [-0.529, 5.362, -1.693], [-0.559, 5.673, -0.331], [-0.988, 4.591, 0.451], [-4.346, 10.677, -2.076], [-5.074, 9.594, -0.873], [-5.473, 9.464, -2.639], [-2.629, 9.427, -3.679], [-3.964, 8.247, -3.864], [-2.041, 7.040, -4.297], [-2.777, 6.542, -2.760], [0.841, 6.947, -2.202], [0.109, 6.177, -3.560], [0.220, 4.576, -1.885], [-1.469, 4.941, -2.075], [-0.516, 3.637, 0.190], [-2.079, 4.487, 0.468], [-0.672, 4.753, 1.484], [-0.143, -1.434, 5.480], [0.127, -2.437, 6.119], [-0.052, -0.169, 5.920], [-0.374, 0.899, 5.001], [0.165, 0.205, 7.298], [-0.472, -1.497, 4.432], [-1.028, 0.573, 4.190], [0.501, 1.315, 4.496], [-0.945, 1.718, 5.440], [0.761, 1.122, 7.298], [-0.778, 0.428, 7.802], [0.738, -0.545, 7.837], [2.753, 0.137, -1.736], [1.954, -0.772, -1.939], [4.079, 0.027, -1.756], [4.957, 1.120, -1.418], [4.704, -1.277, -1.999], [2.454, 1.170, -1.521], [5.225, 1.081, -0.359], [4.539, 2.100, -1.642], [5.877, 1.083, -2.001], [5.184, -1.605, -1.078], [3.993, -1.997, -2.388], [5.460, -1.142, -2.774], [-2.368, -3.462, -1.158], [-1.537, -2.832, -1.825], [-3.472, -2.901, -0.665], [-4.620, -3.736, -0.333], [-3.724, -1.470, -0.734], [-2.289, -4.507, -0.843], [-4.298, -4.767, -0.183], [-5.243, -3.796, -1.233], [-5.187, -3.332, 0.498], [-2.829, -0.924, -1.018], [-4.523, -1.293, -1.457], [-4.004, -1.111, 0.256], [1.663, -4.284, -0.325], [1.110, -3.307, -0.850], [2.603, -4.159, 0.587], [3.048, -2.870, 1.111], [3.267, -5.317, 1.160], [1.432, -5.308, -0.633], [4.131, -2.908, 1.224], [2.555, -2.711, 2.070], [2.832, -2.023, 0.467], [4.213, -5.517, 0.658], [3.447, -5.186, 2.228], [2.652, -6.216, 1.147], [-1.518, 0.625, -2.959], [-0.555, -0.122, -2.790], [-2.656, 0.262, -3.551], [-3.736, 1.229, -3.670], [-2.773, -0.931, -4.374], [-1.562, 1.650, -2.575], [-3.389, 2.234, -3.904], [-4.319, 1.278, -2.744], [-4.474, 0.943, -4.416], [-2.548, -0.649, -5.405], [-2.058, -1.713, -4.126], [-3.760, -1.373, -4.267]],
  "lowdin_spin": [1.855, 0.002, 0.025, 0.000, 0.001, 0.000, 0.002, 0.000, 0.000, 0.000, 0.000, 0.000, 0.000, 0.000, 0.000, 0.000, 0.000, 0.000, 0.000, 0.000, 0.000, 0.000, 0.000, 0.000, 0.000, 0.000, 0.000, 0.000, 0.000, 0.000, 0.000, 0.000, 0.000, 0.000, 0.000, 0.000, 0.000, 0.000, 0.000, 0.000, 0.000, 0.000, 0.000, 0.000, 0.000, 0.000, 0.000, 0.000, 0.000, 0.000, 0.000, 0.000, 0.000, 0.000, 0.000, 0.000, 0.000, 0.000, 0.000, 0.000, 0.000, 0.000, 0.000, 0.000, 0.000, 0.000, 0.000, 0.000, 0.000, 0.000, 0.000, 0.000, 0.000, 0.000, 0.000, 0.000, 0.000, 0.000, 0.000, 0.000, 0.000, 0.000, 0.000, 0.000, 0.000, 0.000, 0.000, 0.000, 0.000, 0.004, 0.026, 0.000, 0.000, 0.000, 0.000, 0.000, 0.000, 0.000, 0.000, 0.000, 0.000, 0.003, 0.021, 0.005, 0.000, 0.000, 0.000, 0.000, 0.000, 0.000, 0.000, 0.000, 0.000, 0.004, 0.024, -0.001, 0.000, 0.000, 0.000, 0.000, 0.000, 0.000, 0.000, 0.000, 0.000, 0.004, 0.021, 0.002, 0.000, 0.000, 0.001, 0.000, 0.000, 0.000, 0.000, 0.000, 0.000]
}